The following is a quantum chemistry calculation of 2 unconnected molecules or ions with the total composition C2H5ClOS in a non-equilibrium geometry, from the Open Molecules 2025 dataset.

Output
Strongest force on any atom: 1.93 eV/A
LUMO level (spin up / spin down): 0.56 / -0.31 eV
HOMO (spin up / spin down): -8.6396 / -6.6836 eV
Relative energy (zero: lowest compared OMol25 entry of this formula, charge and spin): 394.2 kJ/mol

```
! wB97M-V def2-TZVPD RIJCOSX def2/J DEFGRID3
* xyz 0 1
C 1.447 -0.094 -0.827
C -1.178 0.147 0.193
O -1.673 1.255 -0.434
S -0.751 -0.022 1.847
Cl 2.138 -0.807 0.592
H 2.207 0.391 -1.458
H 0.866 -0.801 -1.424
H -0.697 -0.563 -0.461
H -1.992 1.779 0.272
H -0.367 -1.284 1.698
*
```